# 1
C19H29O13S | ωB97M-V/def2-TZVPD

E in hartree: -2117.055586
Charge: +1
Orbital gap in eV: 6.19
Multiplicity: 1

Last column: Löwdin charge in e.
Positions of all 62 atoms, in Å:
C  -1.29  4.40  3.81  0.023
C  -2.55  5.10  3.45  -0.307
S  -3.68  4.52  2.03  1.059
C  -4.47  2.86  2.42  -0.336
C  -3.38  1.61  2.55  -0.213
C  -3.38  0.62  1.25  -0.077
C  -1.90  0.50  0.49  -0.208
O  -1.96  -0.01  -0.77  -0.040
O  -0.65  0.88  1.17  -0.100
C  0.26  1.63  0.30  -0.224
C  1.81  1.48  0.92  -0.069
C  -2.50  4.39  0.54  -0.230
C  -3.26  4.59  -0.91  -0.272
O  -4.53  5.04  -0.97  0.002
O  -2.47  4.24  -2.14  0.035
H  -1.37  3.43  4.51  0.114
H  -0.22  4.69  3.41  0.117
H  -2.91  6.09  4.01  0.120
H  -5.37  2.58  1.70  0.132
H  -4.95  2.98  3.51  0.128
H  -2.30  1.97  2.88  0.098
H  -3.78  0.96  3.47  0.137
H  -4.21  0.98  0.50  0.131
H  -3.71  -0.47  1.60  0.151
H  0.33  1.24  -0.80  0.140
H  0.07  2.79  0.24  0.099
H  2.40  0.63  0.34  0.093
H  1.83  1.33  2.08  0.096
H  2.40  2.49  0.64  0.099
H  -2.02  3.32  0.58  0.082
H  -1.68  5.22  0.67  0.141
H  -1.56  3.92  -1.83  0.129
C  2.96  -3.02  1.60  -0.131
C  3.72  -3.16  0.32  -0.139
O  4.22  -1.86  0.09  0.054
C  4.27  -1.23  1.30  -0.535
O  4.80  -0.15  1.50  0.116
O  3.64  -1.97  2.26  0.060
H  2.98  -3.94  2.20  0.141
H  1.92  -2.73  1.44  0.135
H  4.57  -3.85  0.41  0.143
H  3.09  -3.49  -0.51  0.117
C  5.81  -2.92  -4.27  -0.136
C  5.59  -1.49  -3.89  -0.137
O  4.22  -1.45  -3.54  0.063
C  3.87  -2.73  -3.18  -0.511
O  2.81  -3.03  -2.67  0.115
O  4.86  -3.61  -3.49  0.068
H  6.83  -3.26  -4.04  0.140
H  5.60  -3.10  -5.33  0.139
H  6.19  -1.19  -3.02  0.139
H  5.80  -0.80  -4.71  0.139
C  -2.79  -2.76  -1.20  -0.164
C  -3.05  -3.72  -2.31  -0.134
O  -2.27  -4.85  -1.96  0.070
C  -2.10  -4.79  -0.60  -0.514
O  -1.62  -5.69  0.07  0.135
O  -2.52  -3.60  -0.10  0.055
H  -3.65  -2.11  -1.00  0.129
H  -1.91  -2.13  -1.39  0.114
H  -4.10  -4.02  -2.37  0.137
H  -2.74  -3.33  -3.29  0.140


# 2
C19H30As2N2O2SiSr | ωB97M-V/def2-TZVPD

E in hartree: -5793.391751
Energy relative to the best compared isomer or geometry (same formula, charge and spin) in kcal/mol: 0.0
Orbital gap (spin up / spin down) in eV: 4.63 / 3.95
Multiplicity: 1

Last column: Löwdin charge in e.
Positions of all 57 atoms, in Å:
Sr  10.49  8.81  7.41  1.299
C  15.76  6.68  15.06  -0.315
As  16.73  6.91  13.25  1.138
C  16.73  8.83  13.21  -0.352
C  18.62  6.59  13.77  -0.455
C  19.02  6.62  15.07  -0.110
C  20.36  6.97  15.25  -0.100
C  21.23  7.17  14.20  -0.113
C  20.78  7.02  12.92  -0.157
C  19.51  6.59  12.66  -0.404
As  19.04  5.98  10.72  1.081
C  18.14  4.31  11.21  -0.375
C  20.73  5.51  9.91  -0.377
H  16.14  7.45  15.78  0.019
H  15.71  5.68  15.48  0.009
H  14.75  7.06  14.88  0.001
H  16.70  9.29  14.19  0.024
H  16.08  9.27  12.54  -0.018
H  17.65  9.30  12.85  0.036
H  18.33  6.59  15.89  0.086
H  20.75  7.23  16.23  0.099
H  22.27  7.47  14.52  0.125
H  21.48  7.13  12.09  0.090
H  18.48  3.96  12.19  0.026
H  18.44  3.50  10.51  0.026
H  17.10  4.56  11.20  -0.038
H  21.32  5.04  10.71  0.014
H  21.22  6.43  9.68  -0.009
H  20.67  4.75  9.09  0.048
O  10.30  6.74  8.13  -0.533
N  9.18  6.47  8.93  0.055
N  8.38  7.49  8.98  -0.278
O  8.70  8.75  8.69  -0.405
C  7.04  7.34  9.50  -0.171
C  6.88  6.59  10.66  -0.014
C  5.53  6.27  10.93  -0.096
C  4.49  6.64  10.09  -0.089
C  4.67  7.35  8.86  -0.055
C  5.96  7.81  8.62  0.011
H  7.79  6.07  11.12  0.144
H  5.24  5.72  11.82  0.104
H  3.55  6.20  10.33  0.090
H  3.88  7.46  8.16  0.094
H  6.18  8.42  7.77  0.095
C  11.70  7.93  4.91  -0.350
Si  12.44  6.64  6.20  0.503
C  11.89  4.97  5.62  -0.253
C  14.05  7.18  6.85  -0.307
H  12.20  7.62  4.01  -0.012
H  12.10  8.98  5.08  0.011
H  10.55  7.84  4.87  0.023
H  11.23  4.51  6.36  0.011
H  12.81  4.36  5.64  0.018
H  11.53  4.95  4.56  0.042
H  14.15  7.11  7.93  0.004
H  14.15  8.24  6.57  0.012
H  14.84  6.45  6.39  0.047


# 3
C19H30BClN6PtTe4 | ωB97M-V/def2-TZVPD

E in hartree: -2746.975274
Energy relative to the best compared isomer or geometry (same formula, charge and spin) in kcal/mol: 47.0
Orbital gap (spin up / spin down) in eV: 5.81 / 5.31
Multiplicity: 5

Last column: Löwdin charge in e.
Positions of all 62 atoms, in Å:
Pt  -0.50  0.61  0.31  0.828
C  3.20  2.17  1.59  -0.093
C  3.11  3.04  0.35  -0.361
C  2.51  4.42  0.67  -0.073
C  2.38  2.42  -0.79  -0.260
C  2.73  2.67  -2.12  -0.005
C  1.89  1.88  -2.88  -0.063
N  1.09  1.20  -2.04  -0.037
N  1.37  1.54  -0.77  0.039
B  0.32  -0.07  -2.44  -0.546
N  -1.20  0.09  -2.24  -0.059
C  -2.10  0.53  -3.14  -0.059
C  -3.35  0.15  -2.73  -0.001
C  -3.14  -0.56  -1.53  -0.306
N  -1.84  -0.58  -1.26  0.027
C  -4.13  -1.39  -0.78  -0.363
C  -4.02  -2.81  -1.35  -0.058
C  -3.88  -1.39  0.72  -0.061
N  0.82  -1.20  -1.52  -0.029
C  1.46  -2.32  -1.86  -0.046
C  1.73  -3.03  -0.71  0.004
C  1.22  -2.25  0.33  -0.260
N  0.68  -1.15  -0.19  -0.041
C  1.19  -2.52  1.80  -0.393
C  -0.25  -2.75  2.25  -0.100
C  2.08  -3.70  2.18  -0.068
H  3.69  2.71  2.40  0.073
H  3.77  1.27  1.39  0.086
H  2.20  1.88  1.92  -0.041
H  4.14  3.21  -0.01  0.137
H  1.46  4.32  0.94  -0.010
H  2.59  5.07  -0.19  0.081
H  3.04  4.87  1.51  0.077
H  3.49  3.34  -2.47  0.106
H  1.82  1.75  -3.94  0.119
H  0.55  -0.33  -3.57  0.121
H  -1.79  1.08  -4.00  0.125
H  -4.29  0.34  -3.20  0.105
H  -5.14  -1.00  -0.99  0.138
H  -3.03  -3.20  -1.14  0.081
H  -4.16  -2.80  -2.43  0.080
H  -4.77  -3.47  -0.90  0.077
H  -2.88  -1.75  0.92  0.050
H  -4.59  -2.03  1.23  0.081
H  -3.98  -0.38  1.13  0.076
H  1.68  -2.55  -2.88  0.122
H  2.22  -3.98  -0.63  0.101
H  1.58  -1.62  2.31  0.082
H  -0.65  -3.66  1.80  0.092
H  -0.87  -1.91  1.94  -0.014
H  -0.30  -2.83  3.34  0.083
H  1.73  -4.61  1.71  0.082
H  2.06  -3.83  3.26  0.081
H  3.10  -3.52  1.87  0.084
Te  -0.18  0.71  2.94  0.210
Te  1.64  0.56  5.06  0.044
Te  1.28  3.84  4.94  0.137
Te  -0.48  3.40  3.00  0.229
Cl  -1.19  3.73  -0.03  0.380
C  -1.93  2.14  0.30  -0.841
H  -2.59  1.96  -0.56  -0.014
H  -2.58  2.27  1.18  -0.034


# 4
C19H30BN8STb | ωB97M-V/def2-TZVPD

E in hartree: -2427.262168
Charge: +2
Orbital gap (spin up / spin down) in eV: 7.90 / 8.30
Multiplicity: 7

Last column: Löwdin charge in e.
Positions of all 60 atoms, in Å:
Tb  0.74  -1.06  -0.40  1.632
C  4.44  -2.10  -0.54  -0.017
C  4.13  -0.80  0.13  -0.325
C  4.98  0.11  0.73  0.054
C  4.17  1.14  1.19  -0.230
C  4.58  2.38  1.91  0.008
N  2.90  0.86  0.87  0.029
N  2.86  -0.35  0.22  -0.112
B  1.62  1.68  1.16  -0.491
N  0.65  0.85  2.06  0.034
N  0.25  -0.42  1.71  -0.115
C  -0.53  -0.87  2.71  -0.320
C  -1.13  -2.24  2.70  -0.031
C  -0.64  0.10  3.69  0.054
C  0.12  1.18  3.24  -0.229
C  0.34  2.49  3.92  0.011
N  0.92  2.05  -0.17  0.034
N  0.55  1.10  -1.08  -0.114
C  0.00  1.73  -2.14  -0.320
C  -0.50  0.99  -3.33  -0.023
C  0.01  3.09  -1.91  0.054
C  0.60  3.26  -0.66  -0.229
C  0.86  4.53  0.08  0.011
H  5.51  -2.29  -0.51  0.095
H  4.15  -2.10  -1.59  0.084
H  3.96  -2.94  -0.03  0.084
H  6.05  0.04  0.82  0.130
H  5.66  2.39  2.04  0.095
H  4.12  2.44  2.89  0.093
H  4.31  3.28  1.35  0.092
H  1.91  2.68  1.74  0.118
H  -0.79  -2.84  1.86  0.048
H  -2.22  -2.19  2.64  0.093
H  -0.87  -2.76  3.62  0.099
H  -1.19  0.04  4.61  0.132
H  -0.20  2.51  4.86  0.095
H  -0.02  3.31  3.30  0.088
H  1.40  2.65  4.12  0.093
H  -0.34  -0.08  -3.27  0.047
H  0.00  1.35  -4.23  0.099
H  -1.57  1.16  -3.46  0.093
H  -0.34  3.87  -2.56  0.132
H  0.51  5.37  -0.52  0.095
H  1.92  4.67  0.27  0.093
H  0.34  4.55  1.03  0.087
S  -1.95  -1.38  -0.75  0.574
C  -3.13  -2.23  -1.68  -0.756
N  -4.22  -1.58  -2.06  0.040
C  -5.33  -2.20  -2.80  -0.130
C  -5.36  -3.69  -2.50  -0.147
C  -3.98  -4.29  -2.74  -0.133
N  -2.98  -3.51  -1.99  0.037
H  -4.28  -0.61  -1.79  0.138
H  -5.20  -2.02  -3.86  0.134
H  -6.25  -1.72  -2.48  0.135
H  -6.09  -4.18  -3.14  0.132
H  -5.66  -3.86  -1.46  0.131
H  -3.73  -4.28  -3.80  0.133
H  -3.93  -5.32  -2.39  0.134
H  -2.16  -3.96  -1.64  0.130